[1]
The following is a DFT calculation (ωB97M-V/def2-TZVPD) of the molecule C15H16N2O3S.

ORCA input file:
```
! RIJCOSX wB97M-V def2-TZVPD def2/J DEFGRID3
* xyz 0 1
C -4.44 -2.01 -0.18
C -3.39 -0.99 -0.50
C -2.38 -1.27 -1.41
C -1.42 -0.32 -1.73
C -1.46 0.94 -1.14
N -0.51 1.91 -1.45
S 0.42 2.64 -0.25
O -0.45 3.25 0.71
O 1.34 3.47 -0.95
C 1.31 1.23 0.42
C 2.45 0.91 -0.29
C 3.22 -0.20 0.05
C 4.43 -0.49 -0.77
N 4.86 -1.78 -0.76
O 5.01 0.37 -1.40
C 2.82 -0.97 1.14
C 1.69 -0.63 1.85
C 0.89 0.46 1.50
C -0.34 0.75 2.29
C -2.48 1.23 -0.23
C -3.42 0.27 0.08
H -4.10 -3.01 -0.43
H -5.35 -1.80 -0.74
H -4.69 -1.98 0.88
H -2.34 -2.24 -1.88
H -0.64 -0.56 -2.44
H 0.07 1.69 -2.24
H 2.77 1.54 -1.10
H 4.33 -2.52 -0.34
H 5.66 -2.01 -1.32
H 3.41 -1.82 1.47
H 1.40 -1.23 2.70
H -0.18 0.51 3.34
H -0.62 1.79 2.20
H -1.16 0.14 1.92
H -2.50 2.21 0.22
H -4.21 0.51 0.78
*
```

Computed properties:
- maximum force (hartree/bohr) = 0.0218
- energy above the lowest of the compared OMol25 structures with the same formula, charge and spin (kJ/mol) = 98.68
- E_LUMO (eV) = 0.33
- HOMO energy (eV) = -8.74
- orbital gap (eV) = 9.07

---

[2]
The following is a DFT calculation (ωB97M-V/def2-TZVPD) of a 16-piece molecular cluster, C48H128O48S16 overall.

ORCA input file:
```
! RIJCOSX wB97M-V def2-TZVPD def2/J DEFGRID3
* xyz 0 1
O 5.83 19.29 -12.26
S 4.55 18.65 -12.51
O 4.36 17.94 -13.75
O 4.29 17.66 -11.30
C 4.56 18.16 -9.98
C 4.50 17.00 -9.01
C 3.16 19.81 -12.27
H 3.84 18.93 -9.68
H 5.59 18.50 -9.97
H 3.49 16.72 -8.69
H 5.10 17.18 -8.12
H 4.85 16.10 -9.53
H 2.34 19.27 -11.80
H 2.79 20.07 -13.26
H 3.40 20.67 -11.66
O 12.82 16.65 -10.69
S 11.93 15.66 -10.14
O 10.61 16.08 -9.77
O 11.82 14.38 -11.15
C 12.20 14.55 -12.54
C 13.73 14.43 -12.71
C 12.72 14.86 -8.70
H 11.74 15.47 -12.88
H 11.74 13.72 -13.08
H 14.20 15.40 -12.90
H 13.82 14.00 -13.71
H 14.23 13.86 -11.93
H 13.71 14.58 -9.05
H 12.08 14.00 -8.56
H 12.76 15.62 -7.92
O 12.44 16.47 -14.53
S 12.89 17.83 -14.69
O 14.05 18.33 -14.00
O 13.08 18.08 -16.29
C 12.04 17.58 -17.18
C 12.59 16.45 -18.00
C 11.53 19.01 -14.34
H 11.80 18.42 -17.82
H 11.19 17.31 -16.56
H 13.38 16.73 -18.69
H 11.75 16.13 -18.62
H 12.95 15.61 -17.41
H 11.54 19.27 -13.29
H 10.53 18.59 -14.46
H 11.61 19.90 -14.96
O 14.24 23.71 -11.32
S 12.86 23.57 -11.77
O 12.32 22.28 -12.16
O 11.87 24.13 -10.65
C 12.09 23.66 -9.32
C 10.80 23.83 -8.51
C 12.46 24.78 -13.03
H 12.82 24.29 -8.82
H 12.32 22.60 -9.31
H 10.61 24.90 -8.41
H 10.88 23.37 -7.54
H 10.03 23.35 -9.11
H 12.18 25.70 -12.52
H 11.59 24.41 -13.57
H 13.31 24.91 -13.70
O 11.83 17.98 -4.91
S 10.78 17.67 -5.83
O 10.80 18.25 -7.13
O 10.71 16.09 -6.02
C 10.89 15.19 -4.93
C 11.96 14.17 -5.31
C 9.20 17.92 -5.03
H 10.00 14.59 -4.75
H 11.16 15.75 -4.03
H 11.80 13.89 -6.35
H 11.91 13.32 -4.64
H 13.01 14.48 -5.29
H 8.40 17.58 -5.68
H 9.10 18.97 -4.76
H 9.14 17.35 -4.10
O 9.02 22.21 -11.21
S 9.43 20.84 -11.03
O 9.60 19.97 -12.19
O 10.81 20.79 -10.21
C 11.48 19.53 -10.10
C 12.88 19.78 -9.57
C 8.24 20.14 -9.91
H 11.53 18.94 -11.01
H 11.03 18.81 -9.40
H 13.40 18.85 -9.38
H 12.82 20.30 -8.61
H 13.49 20.46 -10.17
H 8.70 19.23 -9.52
H 7.31 20.03 -10.46
H 8.15 20.83 -9.07
O 18.18 15.25 -10.11
S 18.36 15.40 -11.54
O 17.97 14.30 -12.38
O 17.58 16.72 -12.05
C 16.19 16.77 -11.69
C 15.84 18.20 -11.38
C 20.01 15.97 -11.93
H 16.00 16.08 -10.86
H 15.55 16.36 -12.48
H 14.94 18.26 -10.77
H 15.68 18.72 -12.32
H 16.65 18.78 -10.92
H 20.65 15.10 -11.75
H 20.30 16.82 -11.31
H 20.15 16.20 -12.99
O 4.29 26.17 -10.23
S 5.31 27.11 -10.61
O 5.64 28.30 -9.85
O 6.62 26.23 -10.81
C 7.84 26.89 -11.16
C 8.92 25.83 -11.13
C 4.94 27.56 -12.33
H 8.16 27.60 -10.39
H 7.79 27.35 -12.14
H 9.88 26.13 -11.54
H 8.66 24.93 -11.70
H 9.10 25.39 -10.15
H 5.39 28.54 -12.51
H 3.86 27.54 -12.46
H 5.40 26.86 -13.02
O 9.51 25.22 -14.95
S 8.62 24.11 -14.73
O 7.47 24.24 -13.89
O 8.09 23.63 -16.15
C 8.99 23.63 -17.27
C 8.17 23.74 -18.54
C 9.48 22.60 -14.25
H 9.63 22.75 -17.22
H 9.75 24.42 -17.23
H 7.52 22.87 -18.62
H 8.83 23.81 -19.40
H 7.61 24.66 -18.46
H 10.21 22.23 -14.96
H 8.75 21.89 -13.89
H 9.96 23.00 -13.35
O 14.31 22.61 -6.92
S 13.71 22.09 -5.73
O 14.06 22.65 -4.44
O 12.10 22.19 -5.95
C 11.27 21.56 -4.94
C 9.86 21.65 -5.50
C 13.95 20.32 -5.69
H 11.40 22.06 -3.98
H 11.48 20.49 -4.89
H 9.62 20.96 -6.30
H 9.54 22.68 -5.66
H 9.26 21.34 -4.64
H 15.02 20.10 -5.80
H 13.41 19.91 -6.55
H 13.59 19.93 -4.75
O 6.39 13.59 -14.45
S 6.98 14.61 -15.27
O 6.36 15.10 -16.46
O 7.14 15.94 -14.34
C 7.48 15.78 -12.97
C 8.50 16.81 -12.46
C 8.77 14.31 -15.59
H 8.04 14.85 -12.81
H 6.56 15.65 -12.41
H 8.47 16.98 -11.38
H 8.35 17.73 -13.02
H 9.52 16.45 -12.63
H 9.10 15.12 -16.22
H 8.75 13.32 -16.04
H 9.27 14.30 -14.62
O 17.58 20.03 -6.68
S 17.96 18.82 -6.01
O 17.98 18.80 -4.58
O 16.96 17.62 -6.50
C 16.74 17.51 -7.91
C 15.25 17.25 -8.03
C 19.54 18.31 -6.65
H 17.28 16.62 -8.27
H 16.90 18.45 -8.43
H 14.68 18.16 -7.83
H 14.88 16.55 -7.27
H 14.87 16.88 -8.99
H 19.57 18.53 -7.72
H 19.67 17.24 -6.49
H 20.31 18.94 -6.21
O 8.95 17.80 -16.28
S 8.39 19.13 -16.48
O 9.25 20.28 -16.62
O 7.37 19.13 -17.75
C 6.50 17.98 -17.94
C 6.17 17.98 -19.39
C 7.20 19.43 -15.08
H 5.63 18.15 -17.31
H 6.98 17.05 -17.65
H 7.01 17.71 -20.03
H 5.73 18.93 -19.70
H 5.44 17.21 -19.66
H 6.71 20.38 -15.30
H 7.73 19.58 -14.14
H 6.52 18.59 -14.95
O 6.71 20.50 -5.19
S 6.07 19.54 -6.03
O 6.69 19.12 -7.25
O 5.78 18.18 -5.19
C 5.32 18.33 -3.84
C 4.44 17.11 -3.48
C 4.35 20.02 -6.38
H 4.82 19.28 -3.64
H 6.21 18.21 -3.23
H 4.91 16.54 -2.69
H 4.34 16.47 -4.36
H 3.42 17.38 -3.19
H 4.27 20.92 -6.98
H 3.87 20.21 -5.42
H 3.86 19.15 -6.81
O 18.35 20.91 -12.08
S 18.31 21.30 -10.68
O 18.57 20.41 -9.58
O 19.34 22.52 -10.48
C 19.16 23.74 -11.20
C 20.52 24.44 -11.26
C 16.70 22.07 -10.49
H 18.53 24.38 -10.57
H 18.68 23.58 -12.16
H 20.85 24.64 -10.24
H 20.34 25.38 -11.78
H 21.27 23.83 -11.76
H 16.70 22.59 -9.54
H 15.97 21.26 -10.45
H 16.50 22.68 -11.36
O 4.92 21.37 -9.61
S 4.79 22.73 -10.10
O 3.46 23.19 -10.39
O 5.45 23.70 -8.95
C 6.60 23.19 -8.26
C 7.40 24.34 -7.72
C 5.95 23.06 -11.47
H 7.24 22.66 -8.98
H 6.40 22.43 -7.50
H 7.72 25.05 -8.49
H 8.39 23.95 -7.44
H 7.01 24.84 -6.84
H 5.85 22.22 -12.15
H 6.95 23.33 -11.13
H 5.66 24.01 -11.92
*
```

Computed properties:
- maximum force (hartree/bohr) = 0.0426
- energy above the lowest of the compared OMol25 structures with the same formula, charge and spin (kJ/mol) = 17.87
- E_LUMO (eV) = -0.15
- HOMO energy (eV) = -10.42
- orbital gap (eV) = 10.27

---

[3]
The following is a DFT calculation (ωB97M-V/def2-TZVPD) of C31H44N7O3STi as an isolated structure.

ORCA input file:
```
! RIJCOSX wB97M-V def2-TZVPD def2/J DEFGRID3
* xyz 2 2
Ti 0.04 -0.93 0.33
C -1.65 -1.95 2.94
N -1.60 -1.47 1.56
C -2.63 -1.71 0.80
C -2.59 -1.29 -0.54
C -3.45 -1.46 -1.62
C -2.79 -0.94 -2.74
C -1.55 -0.48 -2.30
N -1.42 -0.67 -0.97
C -2.53 -1.11 3.85
C -3.03 0.13 3.49
C -3.84 0.85 4.36
C -4.17 0.32 5.60
C -3.68 -0.92 5.97
C -2.86 -1.63 5.10
H -0.63 -1.95 3.33
H -2.00 -2.98 2.97
H -3.50 -2.25 1.18
H -4.43 -1.90 -1.59
H -3.15 -0.92 -3.76
H -0.77 -0.02 -2.88
H -2.84 0.54 2.50
H -4.23 1.82 4.06
H -4.82 0.87 6.27
H -3.94 -1.35 6.93
H -2.49 -2.61 5.39
N 2.62 1.88 -0.24
C 2.95 2.24 1.18
C 1.71 2.70 1.95
C 0.82 1.59 2.52
N -0.04 0.92 1.50
C 1.64 0.57 3.30
C 2.80 -0.02 2.50
N 2.25 -0.94 1.49
C 3.68 1.10 1.90
H 1.95 2.58 -0.67
H 2.12 0.98 -0.34
H 3.46 1.84 -0.80
H 3.62 3.09 1.11
H 1.12 3.36 1.32
H 2.06 3.29 2.80
H 0.15 2.09 3.24
H -0.38 1.63 0.84
H -0.86 0.59 1.99
H 0.99 -0.25 3.63
H 2.04 1.05 4.20
H 3.45 -0.57 3.18
H 1.98 -1.81 1.95
H 2.97 -1.22 0.83
H 4.46 0.68 1.26
H 4.19 1.56 2.75
C 2.15 -7.64 -2.47
O 1.56 -6.78 -1.48
C 1.64 -5.47 -1.63
C 2.29 -4.83 -2.71
C 2.32 -3.47 -2.77
C 1.69 -2.65 -1.79
C 1.73 -1.25 -1.88
C 2.37 -0.51 -3.02
O 1.21 -0.49 -0.96
C 1.02 -3.33 -0.71
O 0.41 -2.64 0.25
C 1.02 -4.71 -0.65
H 1.93 -8.65 -2.14
H 3.23 -7.49 -2.52
H 1.70 -7.47 -3.45
H 2.78 -5.40 -3.48
H 2.84 -3.00 -3.59
H 2.08 -0.94 -3.98
H 3.46 -0.55 -2.95
H 2.05 0.53 -2.99
H 0.51 -5.21 0.17
S -0.15 3.01 -1.17
C -0.86 4.15 -2.23
N -1.75 3.75 -3.12
C -2.42 4.65 -4.07
C -1.51 5.83 -4.35
C -1.11 6.47 -3.02
N -0.52 5.44 -2.16
H -2.00 2.77 -3.12
H -3.37 4.99 -3.64
H -2.63 4.09 -4.98
H -2.01 6.56 -4.98
H -0.61 5.49 -4.87
H -1.98 6.91 -2.53
H -0.37 7.25 -3.17
H 0.13 5.70 -1.45
*
```

Computed properties:
- maximum force (hartree/bohr) = 0.0918
- energy above the lowest of the compared OMol25 structures with the same formula, charge and spin (kJ/mol) = 155.70
- E_LUMO (alpha / beta) (eV) = -5.29 / -5.49
- HOMO energy (alpha / beta) (eV) = -11.87 / -12.55
- orbital gap (alpha / beta) (eV) = 6.58 / 7.06

---

[4]
The following is a DFT calculation (ωB97M-V/def2-TZVPD) of an isolated ion of composition C3H6ClN2O4S and charge -1.

ORCA input file:
```
! RIJCOSX wB97M-V def2-TZVPD def2/J DEFGRID3
* xyz -1 1
C -0.19 -0.22 -1.10
N 0.94 0.22 -0.21
C 0.39 0.54 1.13
N 1.99 -0.64 -0.29
S 1.76 -2.12 0.19
O 2.65 -3.07 -0.37
O 0.43 -2.44 0.66
O 2.67 -2.03 1.80
C 3.28 -0.94 1.75
O 3.15 0.11 2.33
Cl 4.63 -0.92 0.55
H 0.17 -0.86 -1.88
H -1.06 -0.79 -0.55
H -0.58 0.71 -1.69
H 1.27 0.51 1.80
H -0.21 1.51 1.00
H -0.12 -0.43 1.46
*
```

Computed properties:
- maximum force (hartree/bohr) = 0.0752
- energy above the lowest of the compared OMol25 structures with the same formula, charge and spin (kJ/mol) = 158.35
- E_LUMO (eV) = 3.60
- HOMO energy (eV) = -4.26
- orbital gap (eV) = 7.86

---

[5]
The following is a DFT calculation (ωB97M-V/def2-TZVPD) of C42H35Br2HfN3O8S3 as an isolated structure.

ORCA input file:
```
! RIJCOSX wB97M-V def2-TZVPD def2/J DEFGRID3
* xyz 0 1
Hf -0.83 -0.55 0.98
O -2.25 -3.07 3.50
C -2.32 -1.92 3.12
O -1.27 -1.14 2.91
C -3.65 -1.20 2.88
C -3.42 0.31 2.98
C -4.73 1.08 3.04
C -5.24 0.96 1.58
C -4.14 0.11 0.95
O -2.94 0.60 1.63
C -4.20 -1.35 1.43
C -3.43 -2.20 0.42
O -4.00 -2.83 -0.43
O -2.12 -2.07 0.49
H -4.37 -1.58 3.61
H -2.66 0.61 3.69
H -5.41 0.63 3.77
H -4.56 2.11 3.32
H -6.21 0.47 1.49
H -5.29 1.93 1.10
H -4.02 0.24 -0.12
H -5.23 -1.71 1.43
Br 2.38 -0.16 -3.09
C 2.63 -1.23 -1.56
C 3.81 -1.99 -1.43
C 3.99 -2.83 -0.37
Br 5.60 -3.82 -0.25
C 2.99 -2.98 0.62
C 3.03 -3.86 1.72
C 1.95 -3.93 2.56
C 0.83 -3.11 2.34
N 0.78 -2.27 1.33
C 1.83 -2.20 0.48
C 1.65 -1.28 -0.60
O 0.52 -0.61 -0.60
H 4.57 -1.90 -2.19
H 3.90 -4.48 1.88
H 1.95 -4.61 3.41
H -0.03 -3.15 2.99
S -2.11 -0.02 -1.75
C -1.38 1.28 -2.48
N -1.47 1.51 -3.79
C -0.89 2.69 -4.40
C 0.43 2.99 -3.75
N 0.24 3.10 -2.31
C 1.23 3.96 -1.62
C 2.57 3.28 -1.58
C 3.51 3.49 -2.59
C 4.72 2.80 -2.58
C 4.98 1.89 -1.56
C 4.06 1.69 -0.55
C 2.86 2.38 -0.56
C -0.60 2.29 -1.64
S -0.84 2.38 0.00
C -2.17 0.59 -4.70
C -1.21 -0.38 -5.34
C -0.90 -1.59 -4.72
C 0.04 -2.44 -5.28
C 0.69 -2.10 -6.45
C 0.38 -0.90 -7.09
C -0.57 -0.05 -6.54
H -1.57 3.53 -4.31
H -0.73 2.48 -5.45
H 0.82 3.94 -4.11
H 1.16 2.21 -3.97
H 0.86 4.16 -0.62
H 1.27 4.90 -2.17
H 3.31 4.20 -3.38
H 5.44 2.96 -3.36
H 5.92 1.35 -1.56
H 4.26 0.98 0.25
H 2.14 2.22 0.24
H -2.65 1.21 -5.46
H -2.95 0.07 -4.15
H -1.40 -1.86 -3.80
H 0.27 -3.38 -4.78
H 1.43 -2.76 -6.88
H 0.86 -0.64 -8.02
H -0.83 0.86 -7.06
O -0.41 -0.09 8.85
C 0.49 -0.72 8.06
O 1.16 -1.60 8.53
C 0.59 -0.28 6.64
C -0.15 0.77 6.08
C -0.01 1.10 4.75
C 0.87 0.40 3.93
S 1.04 0.80 2.22
C 1.63 -0.63 4.49
C 1.49 -0.96 5.83
H -0.88 0.58 8.35
H -0.85 1.36 6.67
H -0.58 1.92 4.33
H 2.34 -1.16 3.87
H 2.07 -1.76 6.26
*
```

Computed properties:
- maximum force (hartree/bohr) = 0.0186
- energy above the lowest of the compared OMol25 structures with the same formula, charge and spin (kJ/mol) = 0.00
- E_LUMO (eV) = -1.20
- HOMO energy (eV) = -7.97
- orbital gap (eV) = 6.78